(1)
This record from OMol25 describes a molecular structure, C9H20BBaF4N6O10 at a distorted geometry. The level of theory is ωB97M-V with the def2-TZVPD basis set.

Structure (XYZ):
```
51
Properties=species:S:1:pos:R:3:forces:R:3:nbo_charge:R:1
Ba -0.0056 -0.8682 1.0800 -1.5342 1.4903 -1.1058 1.87
B -3.4821 -1.6048 1.2755 -0.4448 0.1301 0.1221 1.34
F -2.8786 -0.3651 1.1405 0.0244 0.7010 0.5026 -0.57
F -2.4130 -2.5046 1.5044 0.4449 -0.7344 -0.5644 -0.60
F -4.3096 -1.7999 2.4335 0.0379 0.5195 -0.3106 -0.59
F -4.2345 -1.7667 0.1216 -0.0099 -0.9834 -0.0129 -0.56
C 0.8035 1.8451 -2.1707 1.0597 0.8933 -1.8922 -0.54
C 0.2236 2.5193 -1.1137 -0.5082 -2.4902 0.7845 0.42
C 0.2466 4.0289 -1.0389 -0.3349 3.2176 1.6976 0.37
O -0.2143 4.7178 -0.0678 -0.3104 -2.0721 -0.1054 -0.71
C 0.8383 4.7815 -2.0476 1.3237 -1.7501 -2.6267 -0.53
C 1.5375 4.1148 -3.1202 -0.3194 -0.5218 -0.4232 0.41
C 1.5980 2.5232 -3.1440 -0.1959 0.7529 1.0253 0.45
O 2.3676 2.0179 -3.9659 -0.0500 -0.8409 -0.0352 -0.70
O 2.0895 4.5872 -4.1229 -0.1887 0.9180 0.5034 -0.67
O -0.2902 1.7526 -0.2271 -0.0205 0.9370 1.0207 -0.80
H 0.7506 0.7662 -2.2043 0.1167 -0.0444 0.4431 0.14
H 0.7058 5.8477 -2.1457 0.0340 0.1078 0.4334 0.20
C -2.0736 0.6343 3.9895 0.9494 -0.1117 -1.8470 0.80
O -1.2369 0.2560 3.1573 0.0355 0.0744 1.1376 -0.75
N -3.1319 -0.1074 4.3429 -0.4523 -0.3334 0.8083 -0.83
N -1.9749 1.8567 4.5553 -0.2458 0.3101 0.7850 -0.83
H -3.9101 0.3412 4.7913 -0.0436 -0.0959 0.0065 0.38
H -3.3265 -0.9848 3.8814 -0.0123 0.2263 -0.4126 0.44
H -1.2545 2.4879 4.2568 -0.1110 -0.0290 -0.2858 0.42
H -2.7653 2.2099 5.0621 0.1605 0.2719 0.0279 0.38
C 3.0253 -0.5781 -1.1600 -0.4594 0.9274 0.8833 0.81
O 2.2357 -1.0339 -0.3077 0.8072 -0.1312 -0.4516 -0.79
N 3.7446 0.5405 -0.9228 -0.1320 -0.9201 0.0985 -0.80
N 3.2039 -1.1261 -2.3601 -0.0531 -1.6559 -1.2382 -0.82
H 4.4027 0.8375 -1.6169 0.0207 0.6124 0.2237 0.41
H 3.6590 0.9006 0.0074 0.2050 0.5289 -0.2555 0.40
H 2.7505 -1.9983 -2.5727 -0.3161 0.1802 0.3025 0.40
H 3.7318 -0.7710 -3.1365 0.0087 0.7219 0.2909 0.41
C -0.9900 -1.6132 -2.5650 0.2809 -0.0937 -0.0302 0.80
O -0.7104 -1.2226 -1.4359 -0.6696 -0.9581 -0.2951 -0.72
N -0.2323 -1.2117 -3.6329 -0.3696 -0.4924 1.1116 -0.85
N -1.9864 -2.4999 -2.9155 0.9371 0.7017 0.4966 -0.85
H 0.3007 -0.3891 -3.3698 0.0208 0.2377 -1.0103 0.44
H -0.6405 -1.4111 -4.5247 0.4823 0.7336 -0.4702 0.38
H -2.5150 -3.0011 -2.2263 -0.2525 0.2005 -0.0460 0.42
H -2.0774 -2.6200 -3.9022 -0.6034 -0.5735 0.0066 0.38
O 0.2381 -3.5574 0.5090 0.1836 -0.5487 -0.0248 -0.95
H 1.0130 -4.0802 0.7397 0.0160 0.0747 -0.0302 0.48
H -0.0764 -3.9349 -0.3195 -0.0941 0.1893 -0.0155 0.49
O 2.1422 -0.5011 2.6984 0.5318 0.1214 0.4275 -0.97
H 2.4969 0.3524 2.4189 0.0151 -0.0637 -0.0356 0.49
H 2.2033 -0.4872 3.6601 -0.1382 0.1616 -0.0281 0.48
O 0.0255 -2.3323 3.3389 0.4324 -0.5570 0.6238 -0.95
H -0.5222 -3.0260 3.7231 -0.2105 0.1001 -0.2101 0.50
H 0.9177 -2.5223 3.6497 -0.0479 -0.0401 0.0001 0.47
```
Forces are in eV/Å.

## Properties
- Net charge: -1

***

(2)
This record from OMol25 describes a single C2H5N5 molecule at a distorted geometry. The level of theory is ωB97M-V with the def2-TZVPD basis set.

Structure (XYZ):
```
12
Properties=species:S:1:pos:R:3:forces:R:3:nbo_charge:R:1
C 1.6234 0.6224 0.0366 0.1918 0.3874 0.3903 -0.43
C -1.1097 -1.3364 0.0143 0.2303 0.3739 -0.2390 0.14
H 1.3473 1.5373 0.5871 0.0144 -0.2850 -0.1820 0.20
H 2.4831 0.8304 -0.5916 0.1974 -0.0228 0.0792 0.21
H 1.8686 -0.1537 0.7632 0.0397 0.0000 -0.1629 0.21
H 0.2638 0.9149 -1.4402 0.5436 0.0056 -0.4214 0.37
H -0.6072 -2.2012 -0.3911 -0.4389 -0.1643 0.1886 0.23
N 0.5745 0.1450 -0.8556 -0.1029 0.6815 -0.4399 -0.42
N -0.5803 -0.1328 -0.1685 0.1380 -0.1957 0.5973 -0.05
N -2.2151 -1.1600 0.6941 -0.3423 -1.3771 -0.0076 -0.29
N -2.3300 0.1354 0.9158 0.2035 1.3212 0.4317 -0.06
N -1.3183 0.7987 0.4358 -0.6745 -0.7248 -0.2344 -0.10
```
Forces are in eV/Å.

## Properties
- SMILES string: CNn1cnnn1

***

no.,HOMO energy (eV)
1,-2.5
2,-10.3